This record from the OMol25 dataset describes C25H18ClF10IrN3O3 as an isolated structure. The level of theory is wB97M-V/def2-TZVPD.

Geometry as XYZ:
```
61
Properties=species:S:1:pos:R:3:lowdin_charge:R:1
Ir -1.12380 0.07539 -0.09475 1.31
C -3.22451 2.04007 -1.07748 -0.09
N -2.78172 1.27564 0.10159 -0.35
C -3.89670 0.47016 0.66900 -0.16
C -3.79255 -0.93466 0.09009 -0.24
N -2.47385 -1.43901 0.45474 -0.15
C -2.29697 -2.77972 0.57287 -0.18
C -1.20876 -3.29673 1.31311 -0.15
F -0.40203 -2.45906 1.97206 0.10
C -0.96967 -4.64376 1.48144 -0.15
F 0.06853 -5.04073 2.22956 0.11
C -1.80881 -5.59663 0.92949 -0.16
F -1.57537 -6.90909 1.09559 0.09
C -2.89110 -5.14673 0.20631 -0.16
F -3.72116 -6.03012 -0.37013 0.10
C -3.11884 -3.79207 0.03308 -0.14
F -4.16848 -3.48766 -0.77211 0.06
C -2.15052 2.15907 1.12001 -0.18
C -0.86454 2.81206 0.59303 -0.23
N -0.21521 1.91925 -0.36955 -0.13
C 0.97645 2.30650 -0.90570 -0.16
C 1.62451 1.56118 -1.91756 -0.15
F 1.05171 0.46872 -2.43663 0.04
C 2.85671 1.88314 -2.44893 -0.15
F 3.38422 1.10151 -3.39801 0.11
C 3.54954 3.00113 -2.02923 -0.16
F 4.74760 3.31633 -2.54826 0.09
C 2.95075 3.78709 -1.07089 -0.16
F 3.57662 4.89047 -0.63265 0.10
C 1.71946 3.45374 -0.53614 -0.13
F 1.28434 4.30950 0.42406 0.05
H -3.99713 2.76009 -0.78230 0.09
H -3.62182 1.35062 -1.81481 0.05
H -2.36922 2.54878 -1.51187 0.07
H -4.85483 0.95517 0.46188 0.12
H -3.75905 0.41349 1.74915 0.12
H -3.93357 -0.87201 -1.00151 0.11
H -4.60238 -1.55181 0.48056 0.12
H -1.90957 1.51301 1.97058 0.11
H -2.86349 2.91861 1.45942 0.13
H -0.24803 3.00054 1.47525 0.11
H -1.09814 3.78135 0.13883 0.11
Cl -1.74223 0.25830 -3.30164 0.47
C -1.29383 -0.81710 -1.88193 -0.64
H -0.33959 -1.26517 -2.14602 0.01
H -2.07253 -1.57547 -1.90594 0.00
O 3.01591 -1.67714 -0.78717 0.07
C 3.57745 -0.88006 0.13919 -0.27
C 4.96925 -0.76746 0.13873 -0.02
C 5.60065 0.05979 1.04663 -0.10
C 4.86414 0.78434 1.98075 -0.10
C 3.48782 0.65765 1.99045 -0.02
C 2.82446 -0.16476 1.08231 -0.07
C 1.32841 -0.19136 1.11533 -0.58
O 0.68970 0.34515 2.01891 0.02
O 0.75427 -0.78211 0.10928 -0.20
H 2.04267 -1.54152 -0.70520 0.08
H 5.52711 -1.33083 -0.59791 0.11
H 6.68029 0.14893 1.02052 0.10
H 5.36006 1.44214 2.68225 0.09
H 2.87736 1.20389 2.69826 0.12
```

E_HOMO: -4.34 eV
LUMO level: 2.3 eV
total charge: -1
orbital gap: 6.64 eV